[1]
Density functional theory data (the ωB97M-V functional and the def2-TZVPD basis) for a molecular structure, C25H19BrClN6O5S3Ti in a non-equilibrium geometry.

Each line ends with the Mulliken spin population.
Atoms and positions in Å:
Ti -0.953 -0.712 -0.702  1.86
O -3.488 -3.989 0.425  0.02
C -2.609 -3.143 0.225  0.01
N -2.711 -1.820 -0.006  -0.03
C -4.097 -1.312 -0.217  0.00
C -4.074 -0.361 -1.406  0.04
C -5.214 0.017 -2.164  0.00
C -5.134 0.960 -3.177  0.01
C -3.874 1.439 -3.496  0.00
C -2.815 1.008 -2.712  0.03
N -2.866 0.171 -1.664  -0.03
C -1.159 -3.667 0.209  0.04
C -0.850 -4.988 0.593  -0.01
C 0.476 -5.434 0.586  0.01
C 1.415 -4.554 0.071  -0.01
C 0.981 -3.305 -0.339  0.02
N -0.258 -2.806 -0.271  -0.03
H -4.754 -2.161 -0.323  0.00
H -4.433 -0.716 0.636  0.00
H -6.157 -0.389 -1.896  0.00
H -6.000 1.287 -3.725  0.00
H -3.638 2.161 -4.285  0.00
H -1.802 1.300 -3.007  0.00
H -1.698 -5.566 0.886  0.00
H 0.680 -6.440 0.919  0.00
H 2.449 -4.806 0.053  0.00
H 1.760 -2.643 -0.686  -0.01
O 0.343 -2.945 -3.990  0.00
Cl -0.874 -2.221 -3.828  0.01
O -1.157 -1.458 -5.014  0.00
O -1.965 -3.091 -3.486  0.01
O -0.631 -1.210 -2.737  0.01
S 2.132 4.185 3.860  0.00
C 1.588 2.671 3.382  0.00
S -0.042 2.217 2.986  0.00
C 0.480 0.638 2.443  0.00
N 1.733 0.429 2.660  0.00
N 2.304 1.553 3.174  0.00
C 3.684 1.421 3.467  0.00
C 4.506 1.002 2.425  0.00
C 5.855 0.891 2.616  0.00
C 6.352 1.177 3.869  0.00
C 5.537 1.594 4.921  0.00
C 4.158 1.699 4.741  0.00
S -0.621 -0.503 1.835  0.01
H 4.076 0.821 1.464  0.00
H 6.497 0.573 1.823  0.00
H 7.419 1.083 4.034  0.00
H 5.965 1.821 5.893  0.00
H 3.484 2.065 5.503  0.00
Br 2.182 0.756 -1.726  0.01
C 0.832 2.167 -1.686  0.02
C 1.049 3.489 -2.109  -0.01
C 0.129 4.476 -1.828  0.01
C -1.057 4.118 -1.217  0.00
C -1.241 2.773 -0.903  0.04
N -0.325 1.778 -1.157  -0.03
H 1.977 3.757 -2.573  0.00
H 0.377 5.505 -2.090  0.00
H -1.798 4.800 -0.879  0.00
H -2.126 2.434 -0.401  0.00

Its energy above the lowest of the compared OMol25 structures with the same formula, charge and spin is 34.6 kJ/mol. Its expectation value of S² is 2.005. Its charge is -1. Its spin multiplicity is 3. For the HOMO energy (spin up / spin down), the calculation gives -3.416 / -5.166 eV. Its orbital gap (spin up / spin down) is 5.51 / 7.24 eV.



[2]
Density functional theory data (the ωB97M-V functional and the def2-TZVPD basis) for 9 unconnected molecules or ions with the total composition C36H48N9O15 in a non-equilibrium geometry.

Each line ends with the Löwdin charge.
Atoms and positions in Å:
N -0.259 -0.380 -0.256  -0.59
O -0.075 -0.382 -1.520  -0.09
O -1.371 0.084 0.257  -0.12
O 0.604 -0.649 0.505  -0.02
C 4.810 -1.023 2.162  -0.08
C 6.358 -0.967 2.414  0.02
C 7.240 -1.260 1.188  0.03
C 6.479 -1.666 -0.041  -0.06
C 4.910 -1.791 -0.168  0.05
C 4.136 -1.419 1.041  -0.13
N 7.278 -2.087 -1.258  -0.28
O 6.542 -2.407 -2.386  -0.05
O 8.495 -1.954 -1.160  0.06
H 4.161 -0.681 3.005  0.10
H 6.822 -0.769 3.357  0.06
H 8.151 -1.377 1.566  0.03
H 4.384 -2.022 -1.168  0.11
H 3.130 -1.101 0.759  0.08
C -3.400 -4.086 -1.799  -0.07
C -3.034 -2.734 -1.084  0.02
C -4.032 -1.555 -1.133  0.01
C -5.229 -1.731 -1.986  -0.11
C -5.654 -3.051 -2.564  0.03
C -4.664 -4.204 -2.433  -0.09
N -6.011 -0.436 -2.330  -0.31
O -6.876 -0.461 -3.298  0.00
O -5.626 0.592 -1.802  0.04
H -2.616 -4.839 -1.514  0.10
H -2.027 -2.807 -0.463  0.10
H -3.756 -0.567 -0.804  0.06
H -6.593 -3.067 -3.156  0.10
H -4.736 -5.171 -2.897  0.07
C -3.066 -1.732 4.683  -0.03
C -2.223 -1.381 3.343  0.01
C -1.491 -2.520 2.754  0.03
C -1.481 -3.928 3.451  -0.04
C -2.437 -4.233 4.653  0.07
C -3.142 -3.065 5.182  -0.11
N -0.719 -5.041 2.877  -0.40
O -0.646 -6.044 3.596  0.03
O -0.238 -5.028 1.779  0.08
H -3.649 -0.945 5.234  0.09
H -2.316 -0.340 3.068  0.04
H -1.179 -2.338 1.705  0.07
H -2.508 -5.188 4.920  0.04
H -3.879 -3.046 5.942  0.07
C 0.634 3.007 1.561  -0.15
C 0.241 4.163 0.695  -0.05
C -0.019 5.451 1.394  0.01
C 0.223 5.518 2.959  -0.07
C 0.690 4.238 3.783  0.14
C 0.806 2.936 2.913  -0.06
N -0.288 6.619 3.712  -0.36
O -0.294 6.527 4.967  0.03
O -0.609 7.666 3.059  0.02
H 1.081 2.182 1.049  0.07
H 0.144 3.996 -0.602  0.19
H -0.316 6.316 0.729  0.10
H 0.695 4.345 4.711  -0.01
H 1.153 2.019 3.540  0.13
C -4.537 2.368 4.026  -0.35
O -5.287 2.931 4.822  -0.01
N -3.655 2.944 3.221  -0.20
C -2.954 2.414 2.172  -0.10
C -3.588 4.391 3.280  -0.05
H -4.521 1.236 3.916  0.14
H -3.131 1.237 1.982  0.12
H -1.896 2.486 2.045  0.05
H -3.529 2.764 1.268  0.12
H -2.961 4.746 2.596  0.01
H -3.377 4.888 4.381  0.16
H -4.517 4.945 3.073  0.09
C -0.797 1.592 -4.219  -0.32
O -0.045 1.684 -5.312  -0.13
N -1.989 2.007 -4.289  -0.20
C -2.922 1.626 -3.044  0.01
C -2.548 2.822 -5.265  -0.07
H -0.266 1.342 -3.180  0.15
H -3.437 0.501 -3.186  0.13
H -3.449 2.511 -2.830  0.05
H -2.257 1.300 -2.104  0.09
H -1.861 2.985 -6.125  0.10
H -2.775 3.664 -4.893  0.01
H -3.483 2.153 -5.737  0.16
C 2.206 -2.753 -3.026  -0.33
O 2.986 -2.469 -3.906  -0.01
N 2.445 -3.775 -2.100  -0.19
C 1.595 -3.707 -0.887  -0.07
C 3.401 -4.847 -2.316  -0.06
H 1.543 -1.849 -2.528  0.15
H 2.315 -3.941 0.054  0.14
H 0.758 -4.340 -1.083  0.06
H 1.000 -2.793 -0.686  0.05
H 3.110 -5.771 -2.367  0.01
H 4.217 -4.813 -1.572  0.09
H 4.124 -4.774 -3.176  0.11
C 4.429 2.909 -1.872  -0.31
O 5.243 3.667 -2.403  -0.01
N 4.012 1.779 -2.516  -0.14
C 3.119 0.855 -1.896  -0.06
C 4.477 1.519 -3.957  0.03
H 3.880 3.115 -1.077  0.08
H 3.597 0.343 -0.863  0.13
H 2.809 0.178 -2.707  0.09
H 2.269 1.218 -1.456  0.02
H 3.684 1.872 -4.513  0.06
H 4.655 0.491 -4.239  0.09
H 5.245 2.134 -4.250  0.05

Its energy above the lowest of the compared OMol25 structures with the same formula, charge and spin is 186.0 kJ/mol. Its charge is -1. Its spin multiplicity is 1. For the HOMO energy, the calculation gives -6.755 eV. Its orbital gap is 6.84 eV.



[3]
Density functional theory data (the ωB97M-V functional and the def2-TZVPD basis) for a molecular structure, C4H6O2.

Each line ends with the natural charge from an NBO analysis.
Atoms and positions in Å:
O 2.307 -1.327 0.475  -0.51
C 1.249 -0.761 0.587  0.44
C 0.420 -0.098 -0.487  -0.37
C -1.038 -0.419 -0.131  -0.06
O -1.148 0.764 0.663  -0.52
C -0.078 1.328 -0.113  -0.05
H 0.661 -0.786 1.528  0.11
H 0.735 -0.317 -1.512  0.23
H -1.547 -0.328 -1.088  0.17
H -1.370 -1.321 0.399  0.20
H 0.596 1.970 0.456  0.19
H -0.517 1.904 -0.947  0.18

Its energy above the lowest of the compared OMol25 structures with the same formula, charge and spin is 218.0 kJ/mol. Its charge is 0. Its spin multiplicity is 1. For the HOMO energy, the calculation gives -9.688 eV. Its orbital gap is 10.63 eV.